# FHN2

One molecule with the formula FHN2 in a non-equilibrium geometry (the ωB97M-V functional and the def2-TZVPD basis, OMol25).

HOMO energy (alpha / beta) (eV): -11.29 / -11.29
Maximum force (eV/Å): 9.1
Calculated total energy (Eh): -209.826084
ΔE to the lowest compared entry with this formula, charge and spin (kcal per mole): 0.00
Total charge: 0

Positions of all 4 atoms, in Å:
N  0.50  -0.58  -0.08
N  -0.47  0.50  -0.05
F  -0.69  0.92  1.18
H  0.66  -0.84  -1.05


# C37H38Cl2O2P2W

C37H38Cl2O2P2W as an isolated structure in a non-equilibrium geometry (the ωB97M-V functional and the def2-TZVPD basis, OMol25).

HOMO energy (alpha / beta) (eV): -13.22 / -13.19
Spin multiplicity: 3
Maximum force (eV/Å): 5.2
Calculated total energy (Eh): -3252.571504
ΔE to the lowest compared entry with this formula, charge and spin (kcal per mole): 11.26
⟨S²⟩: 2.0172
Total charge: +2

Positions of all 82 atoms, in Å:
W  -4.34  0.70  2.33
C  -4.70  0.89  4.55
C  -3.30  0.99  4.23
C  -2.32  -0.15  4.25
C  -2.20  -0.96  2.93
C  -3.49  -1.25  2.23
C  -4.77  -1.35  2.87
C  -4.95  -1.62  4.35
C  -5.28  -0.36  5.15
C  -5.44  0.55  0.48
H  -5.17  1.81  4.89
H  -2.91  2.01  4.25
H  -2.52  -0.83  5.11
H  -1.33  0.29  4.46
H  -1.52  -0.43  2.24
H  -1.68  -1.90  3.18
H  -3.42  -1.64  1.21
H  -5.61  -1.70  2.26
H  -4.07  -2.14  4.79
H  -5.79  -2.32  4.47
H  -6.38  -0.25  5.22
H  -4.94  -0.48  6.20
H  -6.21  1.34  0.49
H  -5.92  -0.44  0.43
H  -4.78  0.70  -0.39
P  3.45  1.58  -1.66
P  2.37  -0.77  -3.45
C  4.04  -0.10  -1.36
C  3.66  -1.10  -2.21
C  5.01  2.56  -1.51
C  6.14  2.11  -0.82
C  7.27  2.93  -0.70
C  7.28  4.19  -1.30
C  6.18  4.63  -2.05
C  5.06  3.81  -2.18
C  2.56  1.89  -0.07
C  1.32  1.24  0.12
C  0.64  1.40  1.33
C  1.18  2.20  2.34
C  2.38  2.89  2.12
C  3.06  2.75  0.91
C  3.25  -1.63  -4.85
C  4.41  -1.01  -5.36
C  5.23  -1.69  -6.26
C  4.88  -2.98  -6.68
C  3.69  -3.57  -6.24
C  2.86  -2.88  -5.35
C  1.09  -2.02  -3.02
C  -0.17  -1.89  -3.65
C  -1.14  -2.87  -3.48
C  -0.89  -3.97  -2.64
C  0.33  -4.05  -1.95
C  1.30  -3.06  -2.12
H  4.67  -0.28  -0.48
H  4.13  -2.08  -2.25
H  6.16  1.12  -0.38
H  8.14  2.57  -0.15
H  8.15  4.84  -1.18
H  6.20  5.61  -2.54
H  4.22  4.12  -2.80
H  0.90  0.63  -0.69
H  -0.31  0.89  1.48
H  0.66  2.30  3.30
H  2.78  3.54  2.89
H  3.98  3.31  0.73
H  4.68  0.00  -5.02
H  6.15  -1.22  -6.63
H  5.53  -3.52  -7.36
H  3.39  -4.56  -6.59
H  1.93  -3.33  -5.02
H  -0.36  -1.02  -4.28
H  -2.10  -2.77  -3.99
H  -1.66  -4.73  -2.50
H  0.51  -4.89  -1.28
H  2.24  -3.11  -1.55
Cl  -8.59  -0.29  4.16
C  -8.15  1.44  4.07
Cl  -7.94  2.22  5.64
C  -6.87  1.69  3.17
O  -6.45  2.84  3.09
O  -6.41  0.63  2.58
H  -8.97  1.95  3.55


# C2H9NOS2

A 2-piece molecular cluster, C2H9NOS2 overall in a non-equilibrium geometry (the ωB97M-V functional and the def2-TZVPD basis, OMol25).

HOMO energy (alpha / beta) (eV): -13.70 / -13.66
Spin multiplicity: 2
Maximum force (eV/Å): 2.6
Calculated total energy (Eh): -1007.609771
ΔE to the lowest compared entry with this formula, charge and spin (kcal per mole): 27.20
⟨S²⟩: 0.7542
Total charge: +1

Positions of all 15 atoms, in Å:
N  0.92  -1.07  0.05
C  -0.45  -0.61  -0.29
C  -0.49  0.88  0.21
S  -2.14  1.53  0.48
S  -2.94  0.35  2.00
H  0.98  -1.30  1.04
H  1.07  -1.96  -0.42
H  -1.07  -1.30  0.30
H  -0.70  -0.76  -1.35
H  -0.21  1.44  -0.71
H  0.30  1.08  0.94
H  -2.51  0.98  3.09
H  3.20  0.33  -1.98
H  1.75  -0.16  -1.52
O  2.29  0.56  -1.84


# C3H13NO2S2

A 4-piece molecular cluster, C3H13NO2S2 overall in a non-equilibrium geometry (the ωB97M-V functional and the def2-TZVPD basis, OMol25).

HOMO energy (eV): -8.52
Maximum force (eV/Å): 4.5
Calculated total energy (Eh): -1123.478747
ΔE to the lowest compared entry with this formula, charge and spin (kcal per mole): 147.82
Total charge: 0

Positions of all 21 atoms, in Å:
N  1.72  0.23  1.69
C  0.46  -0.32  1.17
C  -0.91  0.13  1.67
C  0.48  -0.07  -0.44
S  1.98  -0.55  -1.35
S  -2.76  0.49  -0.77
H  1.82  1.24  1.86
H  2.51  -0.10  1.13
H  0.54  -1.42  1.38
H  -1.19  1.12  1.34
H  -0.84  0.24  2.77
H  -1.75  -0.54  1.41
H  0.07  0.95  -0.44
H  -0.41  -0.64  -0.81
H  -3.88  0.14  -1.33
H  1.96  -2.32  -0.63
H  1.67  -3.99  -0.41
O  1.80  -3.04  0.04
H  -1.99  3.71  0.43
H  -1.86  2.42  -0.27
O  -1.35  3.05  0.12


# C3H2NO3

A 2-piece molecular cluster, C3H2NO3 overall in a non-equilibrium geometry (the ωB97M-V functional and the def2-TZVPD basis, OMol25).

HOMO energy (alpha / beta) (eV): -17.19 / -17.19
Maximum force (eV/Å): 4.2
Calculated total energy (Eh): -395.622085
ΔE to the lowest compared entry with this formula, charge and spin (kcal per mole): 33.90
Total charge: +1

Positions of all 9 atoms, in Å:
C  -1.28  -0.71  0.10
C  0.36  1.09  1.18
C  0.83  -0.17  -0.93
N  0.53  0.33  0.22
O  -1.68  0.10  0.80
O  0.20  1.76  2.09
O  -0.86  -1.53  -0.60
H  1.68  -0.93  -0.95
H  0.23  0.05  -1.92


# C2H4O3P

A 2-piece molecular cluster, C2H4O3P overall in a non-equilibrium geometry (the ωB97M-V functional and the def2-TZVPD basis, OMol25).

HOMO energy (eV): -2.80
Maximum force (eV/Å): 2.6
Calculated total energy (Eh): -645.642024
ΔE to the lowest compared entry with this formula, charge and spin (kcal per mole): 101.91
Total charge: -1

Positions of all 10 atoms, in Å:
C  2.58  0.16  0.06
C  0.02  0.79  -0.17
O  2.58  -1.00  0.03
O  3.11  1.22  0.12
O  -0.43  -0.66  -0.23
P  -1.84  -1.38  -0.05
H  -0.30  1.11  -1.23
H  -0.76  1.37  0.48
H  -2.05  -1.20  1.29
H  -2.90  -0.42  -0.30


# C14H35AsBF10NO8PS2

C14H35AsBF10NO8PS2 as an isolated structure in a non-equilibrium geometry (the ωB97M-V functional and the def2-TZVPD basis, OMol25).

HOMO energy (eV): -7.89
Maximum force (eV/Å): 5.3
Calculated total energy (Eh): -5608.446700
ΔE to the lowest compared entry with this formula, charge and spin (kcal per mole): 108.98
Total charge: -1

Positions of all 73 atoms, in Å:
N  1.59  -0.33  -0.39
H  1.20  -1.22  -0.12
H  2.45  -0.04  0.06
H  0.96  0.44  -0.21
H  1.54  -0.44  -1.39
B  5.76  -0.61  3.74
F  5.12  -1.58  4.51
F  5.22  -0.66  2.46
F  5.36  0.65  4.23
F  7.19  -0.64  3.77
As  1.40  5.28  -3.20
F  0.87  6.44  -1.91
F  3.04  4.85  -2.52
F  1.86  4.26  -4.59
F  -0.09  5.28  -4.16
F  1.98  6.64  -4.14
F  0.73  3.86  -2.32
C  3.62  -4.16  -8.34
C  4.92  -3.81  -7.86
C  4.79  -2.78  -6.77
S  3.37  -3.30  -5.86
O  2.66  -2.19  -5.24
O  3.83  -4.39  -4.96
C  2.53  -4.08  -7.31
H  3.83  -5.22  -8.53
H  3.39  -3.74  -9.32
H  5.67  -3.47  -8.58
H  5.57  -4.59  -7.48
H  4.51  -1.89  -7.35
H  5.69  -2.54  -6.20
H  1.87  -3.33  -7.74
H  2.01  -4.96  -6.91
C  -4.21  -4.17  -0.37
C  -4.25  -5.79  -0.22
C  -2.78  -6.13  0.03
S  -2.11  -4.88  1.23
O  -1.00  -4.17  0.56
O  -2.14  -5.24  2.65
C  -3.56  -3.69  0.99
H  -5.23  -3.82  -0.50
H  -3.61  -3.75  -1.18
H  -4.67  -6.26  -1.11
H  -4.87  -6.12  0.61
H  -2.30  -6.03  -0.94
H  -2.66  -7.14  0.40
H  -3.26  -2.65  1.12
H  -4.20  -3.93  1.84
C  -5.52  4.29  2.12
C  -3.94  4.38  2.33
O  -3.72  3.68  3.52
P  -2.12  3.29  3.87
O  -1.37  2.74  2.75
O  -2.30  2.18  5.10
C  -1.17  1.83  5.93
C  -1.78  0.89  7.13
O  -1.51  4.60  4.62
C  -0.84  5.62  3.88
C  0.70  5.57  4.18
H  -5.58  4.81  1.16
H  -5.79  3.24  1.98
H  -6.24  4.86  2.71
H  -3.34  4.11  1.46
H  -3.59  5.41  2.37
H  -0.31  1.28  5.54
H  -0.71  2.72  6.35
H  -2.42  1.40  7.85
H  -2.14  -0.11  6.88
H  -0.92  0.75  7.78
H  -1.19  5.37  2.88
H  -1.26  6.61  4.05
H  0.88  5.74  5.24
H  1.18  4.59  4.17
H  1.42  6.21  3.67


# C4H3Br3S

C4H3Br3S as an isolated structure in a non-equilibrium geometry (the ωB97M-V functional and the def2-TZVPD basis, OMol25).

HOMO energy (eV): -8.65
Maximum force (eV/Å): 3.7
Calculated total energy (Eh): -8274.322747
ΔE to the lowest compared entry with this formula, charge and spin (kcal per mole): 58.20
Total charge: 0

Positions of all 11 atoms, in Å:
C  0.91  0.88  -0.01
C  0.40  0.49  1.12
C  0.48  0.39  -1.35
C  -1.13  -1.14  0.37
S  -0.65  -1.08  -1.31
Br  0.49  0.78  2.91
Br  -0.67  -2.73  1.30
Br  -2.85  -0.46  0.88
H  1.70  1.62  -0.07
H  -0.03  1.18  -1.90
H  1.35  0.07  -1.93


The lowest calculated total energy belongs to which entry? C4H3Br3S